--- a ---
DFT (ωB97M-V/def2-TZVPD) results for a 2-piece molecular cluster, C3H7NO3 overall.

Positions of all 14 atoms, in Å:
C: -1.33 -1.04 0.56
C: 0.05 -0.33 0.48
C: -2.32 -0.11 -0.19
N: -0.19 0.75 -0.13
O: -1.58 1.05 -0.49
O: 3.30 0.70 0.50
O: 3.65 0.05 -0.75
H: -1.32 -2.10 0.25
H: -1.61 -1.00 1.63
H: 2.83 -0.45 -0.94
H: 3.73 1.56 0.47
H: -2.48 -0.56 -1.16
H: -3.35 0.20 0.31
H: 0.64 1.28 -0.53

Summary:
Orbital gap   9.74 eV
LUMO   0.76 eV
E_HOMO   -8.98 eV

***

--- b ---
DFT (ωB97M-V/def2-TZVPD) results for C3H7NO3 as an isolated structure.

Positions of all 14 atoms, in Å:
C: -0.26 -1.42 -1.10
C: 1.58 0.60 0.48
N: -0.97 -1.03 -0.10
C: -1.13 0.51 -0.13
O: 0.68 0.57 -0.59
O: -1.18 0.88 1.19
O: -1.75 1.03 -1.02
H: -1.58 1.75 1.21
H: -0.88 -1.47 0.80
H: 0.28 -2.36 -1.06
H: -0.34 -0.88 -2.03
H: 2.61 0.63 0.10
H: 1.50 -0.29 1.14
H: 1.43 1.48 1.12

Summary:
Orbital gap   8.62 eV
LUMO   -0.30 eV
E_HOMO   -8.91 eV

***

So which one wins? Going from most stable to least: b, a.

***

--- a ---
DFT (ωB97M-V/def2-TZVPD) results for one molecule with the formula CH2N2S2.

Positions of all 7 atoms, in Å:
C: -1.30 0.66 0.19
N: -0.79 1.68 0.14
N: 1.22 -0.35 -0.15
S: -1.89 -0.89 0.33
S: 0.49 -1.74 -0.35
H: 1.28 0.20 0.70
H: 0.99 0.44 -0.85

Summary:
Orbital gap   7.65 eV
LUMO   -1.76 eV
E_HOMO   -9.42 eV
SMILES   N#CSSN

***

--- b ---
DFT (ωB97M-V/def2-TZVPD) results for CH2N2S2 as an isolated structure.

Positions of all 7 atoms, in Å:
C: 1.19 -0.55 0.12
N: 2.26 -0.58 -0.31
N: -0.06 -0.44 0.62
S: -1.23 -1.40 -0.06
S: -0.69 1.69 -0.16
H: -0.93 -1.11 -1.28
H: -0.53 2.40 1.08

Summary:
Orbital gap (alpha / beta)   7.41 / 7.26 eV
LUMO (alpha / beta)   -2.41 / -2.62 eV
E_HOMO (alpha / beta)   -9.82 / -9.88 eV

***

So which one wins? Going from most stable to least: a, b.

***

--- a ---
DFT (ωB97M-V/def2-TZVPD) results for C2H4N6 as an isolated structure.

Positions of all 12 atoms, in Å:
C: -0.07 0.10 -0.07
C: -1.10 1.03 -0.02
H: 2.44 -0.98 0.91
H: 1.88 -1.24 -0.69
H: 1.38 1.49 -0.44
H: -0.79 2.10 -0.17
N: 2.28 -0.46 -0.01
N: 1.19 0.43 0.30
N: -2.38 0.75 0.05
N: -2.66 -0.56 0.17
N: -1.73 -1.48 0.03
N: -0.44 -1.19 -0.07

Summary:
Orbital gap   9.73 eV
LUMO   -0.35 eV
E_HOMO   -10.08 eV

***

--- b ---
DFT (ωB97M-V/def2-TZVPD) results for a 2-piece molecular cluster, C2H4N6 overall.

Positions of all 12 atoms, in Å:
C: 1.84 -0.15 0.10
C: -0.66 0.77 -0.16
H: 3.12 -0.98 0.34
H: 1.74 0.89 0.65
H: -1.47 -1.75 0.40
H: 0.99 1.55 -0.34
N: 0.84 -0.97 -0.29
N: -0.36 -0.51 -0.03
N: -1.46 -1.24 -0.44
N: -2.49 -0.35 -0.05
N: -2.09 0.87 0.25
N: -0.01 1.88 -0.44

Summary:
Orbital gap   9.01 eV
LUMO   -0.73 eV
E_HOMO   -9.73 eV

***

So which one wins? Going from most stable to least: a, b.

***

--- a ---
DFT (ωB97M-V/def2-TZVPD) results for one molecule with the formula C9H12.

Positions of all 21 atoms, in Å:
C: -3.04 -1.33 0.63
C: -2.72 -0.48 -0.62
C: -1.74 0.57 -0.41
C: -2.07 1.73 0.06
C: -0.14 0.54 -0.41
C: 0.60 -0.60 -0.63
C: 1.99 -0.55 -0.59
C: 2.77 0.65 -0.03
C: 2.92 -0.60 0.51
H: -3.24 -2.48 0.38
H: -2.81 -1.07 1.82
H: -2.59 -1.15 -1.65
H: -1.39 2.55 0.63
H: -3.10 2.17 0.21
H: 0.18 1.51 0.26
H: -0.13 -1.54 -1.00
H: 2.36 -1.06 -1.43
H: 2.18 1.37 0.57
H: 3.49 1.54 -0.31
H: 3.96 -1.02 0.45
H: 2.53 -0.76 1.54

Summary:
Orbital gap   8.73 eV
LUMO   0.29 eV
E_HOMO   -8.44 eV
SMILES   C=CC(=C)/C=C/C1CC1

***

--- b ---
DFT (ωB97M-V/def2-TZVPD) results for one molecule with the formula C9H12.

Positions of all 21 atoms, in Å:
C: -1.85 -1.06 -1.45
C: -0.47 -1.21 -0.97
C: -0.57 -2.41 -0.02
C: 0.11 -0.03 -0.03
C: -0.36 1.02 0.80
C: 0.93 1.88 1.17
C: 0.82 3.25 1.36
C: 2.19 1.08 0.78
C: 1.58 -0.01 0.05
H: -2.02 -2.10 -1.85
H: -2.61 -0.60 -0.69
H: -1.90 -0.44 -2.47
H: 0.31 -1.52 -1.77
H: 0.37 -2.51 0.84
H: -0.70 -3.23 -0.86
H: -1.37 -2.25 0.71
H: -1.42 1.41 1.41
H: -0.20 3.91 1.33
H: 1.71 3.98 1.34
H: 3.20 1.45 0.88
H: 2.27 -0.63 -0.53

Summary:
Orbital gap   8.20 eV
LUMO   0.02 eV
E_HOMO   -8.18 eV
SMILES   C=C1C=CC(C(C)C)=C1

***

--- c ---
DFT (ωB97M-V/def2-TZVPD) results for one molecule with the formula C9H12.

Positions of all 21 atoms, in Å:
C: -0.78 1.90 -0.10
C: -1.82 1.10 0.07
C: 0.66 1.57 0.18
C: 2.16 -0.59 0.19
C: -0.33 -0.63 1.03
C: 1.27 -0.75 -0.99
C: -1.56 -0.34 0.21
C: 0.82 0.07 0.15
C: -2.31 -1.26 -0.41
H: -0.95 3.00 -0.39
H: -2.78 1.43 -0.20
H: 1.05 1.98 -0.76
H: 1.08 2.11 0.94
H: 2.18 -1.45 0.81
H: 3.02 -0.06 0.29
H: -0.29 -0.09 1.97
H: -0.16 -1.66 1.19
H: 1.80 -0.39 -1.87
H: 0.73 -1.67 -1.25
H: -2.90 -1.20 -1.32
H: -2.09 -2.28 -0.02

Summary:
Orbital gap   9.58 eV
LUMO   1.06 eV
E_HOMO   -8.52 eV
SMILES   C=C1C=CCC2(CC2)C1

***

So which one wins? Going from most stable to least: c, b, a.

***

--- a ---
DFT (ωB97M-V/def2-TZVPD) results for a 3-piece molecular cluster, C2H10NO3 overall.

Positions of all 16 atoms, in Å:
C: 1.34 1.16 -0.88
N: 0.34 1.66 0.08
C: -0.92 0.89 -0.07
O: -0.89 -0.49 0.07
H: 1.15 0.11 -1.12
H: 2.36 1.39 -0.59
H: 1.15 1.66 -1.84
H: 0.67 1.54 1.02
H: -1.28 1.10 -1.10
H: -1.66 1.28 0.65
H: 0.28 -2.84 -1.25
H: -0.45 -1.49 -1.53
O: -0.11 -2.31 -1.95
H: -0.22 -0.56 1.67
H: 0.41 0.42 2.71
O: 0.12 -0.49 2.63

Summary:
Net charge   -1
Orbital gap   7.98 eV
LUMO   4.23 eV
E_HOMO   -3.75 eV

***

--- b ---
DFT (ωB97M-V/def2-TZVPD) results for a 3-piece molecular cluster, C2H10NO3 overall.

Positions of all 16 atoms, in Å:
C: -0.37 0.80 0.13
O: -0.70 -0.46 0.64
C: 0.65 0.86 -1.04
N: 2.04 0.44 -0.78
H: -0.08 1.45 1.00
H: -1.27 1.24 -0.30
H: 0.74 1.92 -1.75
H: 0.20 0.00 -1.73
H: 2.05 -0.58 -0.77
H: 2.20 0.56 0.31
H: -1.71 -1.07 -0.68
H: -3.16 -0.52 -0.55
O: -2.56 -0.87 -1.22
H: 1.38 -1.41 1.96
H: 0.37 -0.42 1.47
O: 1.18 -0.44 2.08

Summary:
Net charge   -1
Orbital gap   8.44 eV
LUMO   4.34 eV
E_HOMO   -4.10 eV

***

--- c ---
DFT (ωB97M-V/def2-TZVPD) results for a 3-piece molecular cluster, C2H10NO3 overall.

Positions of all 16 atoms, in Å:
C: 0.02 0.73 -1.78
N: 0.21 1.25 -0.41
C: -0.50 0.47 0.59
O: -0.03 -0.76 0.89
H: 0.73 -0.10 -1.99
H: 0.09 1.51 -2.61
H: -1.02 0.35 -1.73
H: 1.14 1.65 -0.20
H: -1.57 0.41 0.23
H: -0.63 1.02 1.54
H: -0.15 -2.70 -1.39
H: -0.48 -1.44 -0.44
O: -0.70 -1.95 -1.27
H: 0.71 -0.66 2.32
H: 0.94 0.55 3.13
O: 1.24 -0.33 3.14

Summary:
Net charge   -1
Orbital gap   8.11 eV
LUMO   4.23 eV
E_HOMO   -3.89 eV

***

So which one wins? Going from most stable to least: a, c, b.

***

--- a ---
DFT (ωB97M-V/def2-TZVPD) results for C3H11N3 as an isolated structure.

Positions of all 17 atoms, in Å:
C: -1.02 -1.33 -0.22
C: -1.28 1.28 -0.62
C: -0.42 0.04 -0.19
N: 1.59 1.21 -0.05
N: 1.61 -1.08 0.09
N: 0.89 0.14 -0.14
H: -1.20 -1.69 -1.35
H: -0.37 -2.00 0.22
H: -1.98 -1.25 0.28
H: -1.51 2.15 -0.05
H: -2.28 0.92 -0.81
H: -0.80 1.75 -1.50
H: 0.91 0.18 1.85
H: 0.50 -0.28 2.40
H: 1.00 2.11 0.14
H: 2.12 -1.33 -0.82
H: 2.24 -0.81 0.79

Summary:
Orbital gap   8.43 eV
LUMO   1.00 eV
E_HOMO   -7.43 eV

***

--- b ---
DFT (ωB97M-V/def2-TZVPD) results for a 2-piece molecular cluster, C3H11N3 overall.

Positions of all 17 atoms, in Å:
C: 3.04 -1.49 -0.53
C: 2.69 0.65 0.43
N: 2.25 -0.50 0.18
H: 3.78 -1.03 -1.19
H: 3.66 -2.12 0.11
H: 2.38 -2.06 -1.18
H: 2.07 1.54 0.29
H: 3.67 0.79 0.91
N: -1.96 0.95 -0.74
C: -2.66 -0.06 0.07
N: -3.60 0.46 1.00
H: -1.28 0.52 -1.35
H: -1.54 1.73 -0.25
H: -1.90 -0.66 0.59
H: -3.11 -0.78 -0.61
H: -4.32 1.03 0.56
H: -3.17 1.02 1.72

Summary:
Orbital gap   9.52 eV
LUMO   0.70 eV
E_HOMO   -8.82 eV
SMILES   C=NC.NCN

***

--- c ---
DFT (ωB97M-V/def2-TZVPD) results for a 2-piece molecular cluster, C3H11N3 overall.

Positions of all 17 atoms, in Å:
C: -1.09 -1.25 0.49
C: -3.31 -1.65 -0.21
N: -2.54 -1.34 0.73
H: -0.69 -0.49 1.16
H: -0.99 -0.94 -0.56
H: -0.68 -2.21 0.76
H: -4.16 -2.27 0.04
H: -3.07 -1.44 -1.27
N: 3.15 1.18 0.39
C: 1.99 0.77 -0.42
N: 1.07 1.86 -0.67
H: 2.77 1.74 1.16
H: 3.69 1.84 -0.16
H: 2.48 0.46 -1.36
H: 1.57 -0.11 0.05
H: 1.45 2.61 -1.23
H: 0.32 1.54 -1.28

Summary:
Orbital gap   10.10 eV
LUMO   0.93 eV
E_HOMO   -9.17 eV
SMILES   C=NC.NCN

***

So which one wins? Going from most stable to least: c, b, a.

***

--- a ---
DFT (ωB97M-V/def2-TZVPD) results for a 2-piece molecular cluster, C3H11N3 overall.

Positions of all 17 atoms, in Å:
C: -0.67 -1.66 0.58
C: -0.76 -2.69 -0.72
N: -2.07 -3.32 -0.84
H: -1.68 -1.13 0.41
H: 0.24 -1.05 0.52
H: -0.71 -2.23 1.60
H: -0.06 -3.43 -0.23
H: -0.47 -2.23 -1.65
H: -2.40 -3.42 -1.82
H: -2.38 -4.16 -0.26
N: 2.23 4.41 0.12
C: 1.51 3.29 0.53
N: 0.28 3.10 0.18
H: 2.99 4.60 0.64
H: 1.84 5.15 -0.43
H: 1.97 2.76 1.36
H: 0.13 2.03 0.00

Summary:
Orbital gap   9.53 eV
LUMO   0.98 eV
E_HOMO   -8.55 eV
SMILES   [H]/N=C/N.CCN

***

--- b ---
DFT (ωB97M-V/def2-TZVPD) results for one molecule with the formula C3H11N3.

Positions of all 17 atoms, in Å:
C: -1.18 0.33 -0.34
N: -0.17 0.72 0.62
C: 1.28 0.73 0.36
N: 2.06 1.19 1.49
C: -1.38 -1.16 -0.67
N: -0.16 -1.70 -1.27
H: -0.96 0.79 -1.32
H: -2.12 0.72 0.06
H: -0.42 1.64 0.99
H: 1.44 1.47 -0.44
H: 1.50 -0.29 0.07
H: 1.76 0.58 2.24
H: 1.93 2.17 1.72
H: -1.63 -1.60 0.31
H: -2.18 -1.19 -1.40
H: -0.43 -2.57 -1.71
H: 0.67 -1.83 -0.72

Summary:
Orbital gap   9.65 eV
LUMO   1.16 eV
E_HOMO   -8.48 eV
SMILES   NCCNCN

***

So which one wins? Going from most stable to least: b, a.

***

--- a ---
DFT (ωB97M-V/def2-TZVPD) results for a 3-piece molecular cluster, C3H11N3 overall.

Positions of all 17 atoms, in Å:
C: 1.42 -0.95 0.25
N: 0.63 0.24 -0.11
N: 1.34 1.43 0.16
H: 0.19 0.42 -1.66
H: 1.00 2.13 -0.52
H: 1.16 1.74 1.13
H: 2.50 -0.76 0.16
H: 1.13 -1.77 -0.42
H: 1.25 -1.25 1.30
C: -1.56 -1.08 0.04
C: -0.83 0.21 0.26
N: -1.46 1.23 0.71
H: -0.97 2.12 0.81
H: -0.59 0.51 -2.08
H: -1.39 -1.74 0.91
H: -1.21 -1.60 -0.87
H: -2.63 -0.90 -0.08

Summary:
Orbital gap   9.81 eV
LUMO   0.96 eV
E_HOMO   -8.84 eV

***

--- b ---
DFT (ωB97M-V/def2-TZVPD) results for a 2-piece molecular cluster, C3H11N3 overall.

Positions of all 17 atoms, in Å:
C: 1.86 -0.67 -0.07
C: 1.63 -1.43 -2.28
N: 1.02 -0.65 -1.32
H: 1.22 -0.35 0.74
H: 2.10 -1.78 0.13
H: 2.86 -0.15 -0.16
H: 1.03 -1.42 -3.20
H: 2.37 -2.25 -1.94
N: -1.61 2.05 0.73
C: -1.39 0.82 1.40
N: -1.60 -0.39 0.47
H: -2.59 2.33 0.68
H: -0.89 2.77 1.07
H: -2.18 0.73 2.13
H: -0.38 0.73 1.85
H: -0.97 -0.18 -0.29
H: -2.48 -0.17 0.05

Summary:
Orbital gap   9.52 eV
LUMO   0.70 eV
E_HOMO   -8.82 eV
SMILES   C=NC.NCN

***

--- c ---
DFT (ωB97M-V/def2-TZVPD) results for a 2-piece molecular cluster, C3H11N3 overall.

Positions of all 17 atoms, in Å:
C: -1.15 -1.06 0.35
C: -3.31 -1.66 -0.07
N: -2.50 -1.32 0.85
H: -0.57 -0.25 0.85
H: -1.33 -0.47 -0.60
H: -0.52 -1.93 0.24
H: -4.06 -2.44 0.14
H: -3.00 -1.49 -1.12
N: 2.90 0.87 0.64
C: 1.84 0.71 -0.33
N: 1.01 1.87 -0.56
H: 2.63 0.77 1.61
H: 3.30 1.82 0.57
H: 2.46 0.60 -1.32
H: 1.30 -0.22 -0.14
H: 0.34 1.75 -1.31
H: 0.66 2.44 0.20

Summary:
Orbital gap   9.88 eV
LUMO   0.91 eV
E_HOMO   -8.96 eV
SMILES   C=NC.NCN

***

So which one wins? Going from most stable to least: c, b, a.